Here is C23H29N3O3 in the gas phase from the OMol25 dataset. Energies are from ωB97M-V with the def2-TZVPD basis set.

As for the spin multiplicity: 1. For the energy above the lowest of the compared OMol25 structures with the same formula, charge and spin, the calculation gives 146.3 kJ/mol. The value obtained for the gap between HOMO and LUMO is 8.70 eV. The highest occupied orbital energy is -8.091 eV. The SMILES is COc1cccc(NC(=O)[C@H](CC(C)C)NC(=O)[C@@H]2Cc3ccccc3CN2)c1.

Geometry (Å):
C  7.1828  1.8641  0.8932
H  7.7165  1.0158  1.3344
O  5.7893  1.7013  0.9805
C  5.2195  0.6312  0.3542
C  3.8382  0.5240  0.4847
C  3.1477  -0.5236  -0.1108
C  3.8440  -1.4798  -0.8473
C  5.2139  -1.3651  -0.9713
C  5.9127  -0.3243  -0.3813
H  6.9829  -0.2706  -0.5011
H  5.7571  -2.1043  -1.5412
H  3.3127  -2.2923  -1.3116
N  1.7643  -0.5624  0.0771
C  0.8574  -1.4011  -0.4732
O  1.0903  -2.3199  -1.2277
C  -0.5768  -1.0340  -0.0230
N  -0.9531  0.2530  -0.5749
C  -0.6765  1.4206  0.0094
O  0.0660  1.5366  0.9747
C  -1.4287  2.6183  -0.5839
N  -2.0095  2.2706  -1.8745
H  -1.7367  2.9309  -2.5912
C  -3.4619  2.0908  -1.8967
C  -3.9150  1.3512  -0.6746
C  -4.7443  0.2426  -0.7115
C  -5.1077  -0.3855  0.4683
C  -4.6340  0.0854  1.6815
C  -3.7971  1.1877  1.7218
C  -3.4436  1.8298  0.5474
C  -2.4944  2.9841  0.4729
H  -2.0072  3.1674  1.4299
H  -3.0163  3.8944  0.1630
H  -3.4158  1.5491  2.6654
H  -4.9117  -0.4122  2.5988
H  -5.7560  -1.2490  0.4392
H  -5.1042  -0.1296  -1.6602
H  -3.9951  3.0574  -1.9329
H  -3.7142  1.5391  -2.8075
H  -0.7146  3.4422  -0.6841
H  -1.5060  0.2855  -1.4207
C  -1.5856  -2.0976  -0.4449
H  -1.3227  -2.4239  -1.4534
H  -2.5848  -1.6560  -0.4655
C  -1.5920  -3.3155  0.4867
C  -2.2853  -4.4881  -0.2034
H  -1.7553  -4.7613  -1.1121
H  -3.3083  -4.2232  -0.4638
H  -2.3112  -5.3554  0.4520
C  -2.2946  -2.9985  1.8046
H  -2.2680  -3.8626  2.4644
H  -1.8218  -2.1661  2.3198
H  -3.3347  -2.7367  1.6207
H  -0.5544  -3.5984  0.6897
H  -0.5619  -0.9165  1.0677
H  1.3885  0.1982  0.6466
H  3.3117  1.2727  1.0565
H  7.4105  2.7653  1.4606
H  7.5092  1.9986  -0.1435